1.
Here is a single C22H27NO molecule from OMol25. Energies are from ωB97M-V/def2-TZVPD.

Computed properties:
- SMILES = CCCC/C=C/[C@@H](NC(=O)CCc1ccccc1)c1ccccc1
- DFT total energy (eV) = -26790.446
- ΔE to the lowest compared entry with this formula, charge and spin (kJ/mol) = 0.0
- spin multiplicity = 1
- HOMO-LUMO gap (eV) = 9.710

Positions of all 51 atoms, in Å:
C 5.351 1.309 0.354
C 4.305 0.238 0.639
C 4.721 -1.122 0.085
C 3.665 -2.202 0.355
C 2.390 -1.879 -0.351
C 1.263 -1.539 0.250
C 0.025 -1.090 -0.480
N -1.180 -1.553 0.181
C -2.037 -2.426 -0.392
O -1.834 -2.947 -1.468
C -3.292 -2.679 0.428
C -4.402 -1.720 -0.035
C -3.982 -0.285 0.119
C -3.548 0.449 -0.977
C -3.145 1.765 -0.831
C -3.160 2.361 0.418
C -3.578 1.634 1.520
C -3.987 0.321 1.370
C 0.053 0.421 -0.568
C 0.036 1.193 0.587
C 0.109 2.571 0.512
C 0.202 3.196 -0.719
C 0.216 2.435 -1.875
C 0.143 1.055 -1.798
H 5.035 2.268 0.757
H 6.305 1.043 0.804
H 5.498 1.420 -0.718
H 3.351 0.533 0.194
H 4.154 0.156 1.718
H 5.667 -1.425 0.541
H 4.882 -1.039 -0.992
H 3.489 -2.278 1.430
H 4.044 -3.164 0.000
H 2.440 -1.889 -1.432
H 1.204 -1.517 1.330
H 0.005 -1.525 -1.485
H -1.441 -1.087 1.036
H -3.091 -2.538 1.491
H -3.613 -3.707 0.257
H -5.301 -1.911 0.555
H -4.625 -1.928 -1.082
H -3.528 -0.015 -1.952
H -2.817 2.326 -1.692
H -2.849 3.388 0.531
H -3.592 2.094 2.498
H -4.325 -0.239 2.232
H -0.027 0.718 1.556
H 0.098 3.159 1.419
H 0.262 4.273 -0.778
H 0.286 2.917 -2.839
H 0.155 0.463 -2.702

2.
Here is a single C22H27NO4 molecule from OMol25. Energies are from ωB97M-V/def2-TZVPD.

Computed properties:
- SMILES = CCCCN(CCCC)c1ccc(C(=O)c2ccccc2C(=O)O)c(O)c1
- DFT total energy (eV) = -32933.607
- ΔE to the lowest compared entry with this formula, charge and spin (kJ/mol) = 0.0
- spin multiplicity = 1
- HOMO-LUMO gap (eV) = 8.058

Positions of all 54 atoms, in Å:
C 4.140 -1.944 -3.664
C 2.858 -2.625 -3.201
C 2.320 -1.998 -1.917
C 1.034 -2.692 -1.452
N 0.447 -2.079 -0.278
C 0.567 -2.834 0.950
C 1.978 -2.818 1.552
C 2.448 -1.420 1.944
C 3.894 -1.430 2.423
C -0.170 -0.867 -0.357
C -0.587 -0.157 0.793
C -1.236 1.043 0.695
C -1.514 1.641 -0.543
C -2.246 2.881 -0.675
O -2.362 3.486 -1.743
C -2.853 3.454 0.565
C -2.450 4.717 0.979
C -2.960 5.276 2.138
C -3.883 4.576 2.900
C -4.306 3.327 2.490
C -3.808 2.763 1.319
C -4.345 1.444 0.906
O -4.766 0.611 1.669
O -4.362 1.273 -0.422
C -1.061 0.964 -1.703
O -1.252 1.462 -2.930
C -0.417 -0.258 -1.594
H 3.962 -0.888 -3.854
H 4.506 -2.401 -4.580
H 4.914 -2.030 -2.904
H 3.050 -3.688 -3.034
H 2.103 -2.545 -3.986
H 3.077 -2.071 -1.134
H 2.122 -0.939 -2.085
H 1.259 -3.733 -1.211
H 0.306 -2.701 -2.270
H -0.151 -2.463 1.680
H 0.293 -3.874 0.733
H 2.680 -3.245 0.832
H 1.980 -3.464 2.432
H 2.354 -0.751 1.086
H 1.809 -1.031 2.739
H 4.209 -0.429 2.707
H 4.557 -1.786 1.636
H 4.007 -2.083 3.285
H -0.386 -0.539 1.779
H -1.521 1.554 1.603
H -1.726 5.253 0.385
H -2.635 6.258 2.448
H -4.276 5.008 3.808
H -5.034 2.769 3.060
H -4.729 0.403 -0.646
H -1.709 2.334 -2.825
H -0.126 -0.713 -2.525

3.
Here is a single C22H27NO5 molecule from OMol25. Energies are from ωB97M-V/def2-TZVPD.

Computed properties:
- SMILES = CCC(=O)N1CCc2cc(OC)c(OC)cc2[C@@H]1COc1ccccc1OC
- DFT total energy (eV) = -34978.987
- ΔE to the lowest compared entry with this formula, charge and spin (kJ/mol) = 206.4
- spin multiplicity = 1
- HOMO-LUMO gap (eV) = 8.389

Positions of all 55 atoms, in Å:
C -5.731 -1.081 1.312
C -5.375 0.119 0.435
C -4.161 -0.168 -0.431
O -4.295 -0.469 -1.606
N -2.929 -0.097 0.131
C -2.654 0.200 1.519
C -1.277 0.841 1.674
C -0.254 -0.122 1.157
C 0.966 -0.344 1.784
C 1.881 -1.235 1.255
O 3.119 -1.485 1.767
C 3.551 -0.717 2.859
C 1.545 -1.967 0.094
O 2.496 -2.836 -0.346
C 2.261 -3.522 -1.549
C 0.319 -1.756 -0.509
C -0.572 -0.819 0.005
C -1.817 -0.455 -0.747
C -1.512 0.707 -1.745
O -0.577 1.643 -1.265
C 0.763 1.378 -1.356
C 1.362 0.553 -2.293
C 2.737 0.375 -2.306
C 3.528 1.023 -1.383
C 2.949 1.870 -0.449
C 1.578 2.060 -0.427
O 0.915 2.867 0.454
C 1.665 3.555 1.420
H -6.653 -0.886 1.854
H -5.876 -1.962 0.691
H -4.946 -1.294 2.033
H -5.228 1.011 1.045
H -6.200 0.310 -0.254
H -2.675 -0.728 2.110
H -3.418 0.874 1.908
H -1.231 1.764 1.092
H -1.097 1.080 2.722
H 1.193 0.212 2.680
H 3.551 0.353 2.622
H 2.936 -0.891 3.749
H 4.571 -1.040 3.061
H 1.399 -4.193 -1.471
H 2.107 -2.829 -2.383
H 3.158 -4.112 -1.731
H 0.047 -2.296 -1.402
H -2.163 -1.299 -1.357
H -1.202 0.280 -2.701
H -2.432 1.270 -1.912
H 0.763 0.034 -3.024
H 3.183 -0.275 -3.043
H 4.597 0.878 -1.379
H 3.582 2.375 0.263
H 0.943 4.122 2.006
H 2.380 4.248 0.964
H 2.203 2.865 2.080